1) 10
Properties=species:S:1:pos:R:3:mulliken_charge:R:1 method="wB97M-V/def2-TZVPD" molar_mass_g_mol=110.5 orbital_gap_ev="9.02 / 5.10" e_lumo_ev="-1.066 / -4.213"
C -0.67909 0.28802 0.57608 0.568
C 0.72058 -0.13500 0.60252 -0.676
C -1.54528 -0.26968 -0.42241 -0.183
O -1.18774 1.02999 1.42471 -0.549
F -0.96948 -1.26912 -1.05849 -0.210
Cl 2.72400 0.91042 -1.73158 -0.022
H 0.84943 -0.91935 -0.23848 0.373
H 1.28477 0.62989 0.17268 0.020
H 1.29462 -0.31845 1.57616 0.298
H -2.49181 0.05329 -0.90119 0.381

***

2) 10
Properties=species:S:1:pos:R:3:mulliken_charge:R:1 method="wB97M-V/def2-TZVPD" molar_mass_g_mol=110.5 smiles=O[C@@H]1[C@H](F)[C@@H]1Cl orbital_gap_ev=10.71 e_lumo_ev=0.716
O -1.54272 -0.77625 0.42693 -0.513
C -0.53657 0.21872 0.55460 -0.175
C 0.17606 0.69679 -0.64765 -0.103
F -0.23717 0.09698 -1.78351 -0.270
C 0.94163 -0.12709 0.36088 -0.155
Cl 1.32723 -1.81374 -0.07679 -0.189
H -1.35158 -1.30823 -0.39843 0.351
H -0.83522 0.91789 1.35188 0.320
H 0.41179 1.70051 -0.75447 0.348
H 1.64655 0.39442 0.96656 0.385

***

The structure with the most favorable energy is 2); the runner-up is 2.545 eV above it.

***

1) 8
Properties=species:S:1:pos:R:3:mulliken_charge:R:1 method="wB97M-V/def2-TZVPD" molar_mass_g_mol=92.0 orbital_gap_ev=11.24 e_lumo_ev=1.171
C -3.20015 -0.04663 -0.45634 0.106
C 0.47116 -0.40098 -0.15345 0.054
C 1.51899 0.09343 0.42999 -0.149
O -2.75929 0.90206 -0.03798 -0.110
F -0.46425 -1.05921 0.38069 -0.209
F 2.40762 0.81099 -0.39834 -0.245
H 0.18289 -0.30180 -1.27784 0.259
H 1.84303 0.00214 1.51328 0.294

***

2) 8
Properties=species:S:1:pos:R:3:mulliken_charge:R:1 method="wB97M-V/def2-TZVPD" molar_mass_g_mol=92.0 smiles="O=C/C(F)=C/F" orbital_gap_ev=10.49 e_lumo_ev=0.051
O -2.35664 -0.06586 -0.09090 -0.456
C -1.30561 -0.64979 0.07879 -0.087
C -0.00034 0.06070 0.07167 0.553
F -0.04594 1.36484 0.01827 -0.232
C 1.10915 -0.68484 -0.01138 -0.142
F 2.28737 -0.06812 -0.03430 -0.214
H -1.23242 -1.72828 0.14946 0.271
H 1.09353 -1.77180 -0.11248 0.307

***

3) 8
Properties=species:S:1:pos:R:3:mulliken_charge:R:1 method="wB97M-V/def2-TZVPD" molar_mass_g_mol=92.0 smiles="O=C(F)/C=C/F" orbital_gap_ev=11.27 e_lumo_ev=0.273
O 2.16332 -0.99028 0.03762 -0.432
C 1.33897 -0.16083 0.00290 0.404
F 1.72603 1.12620 -0.02119 -0.227
C -0.14544 -0.41286 0.06681 -0.254
C -1.09910 0.46543 -0.08561 0.042
F -2.26948 -0.15965 0.02819 -0.223
H -0.49440 -1.43015 0.12355 0.335
H -1.21989 1.56214 -0.15226 0.354

***

The structure with the most favorable energy is 3); the runner-up is 0.754 eV above it.

***

1) 9
Properties=species:S:1:pos:R:3:mulliken_charge:R:1 method="wB97M-V/def2-TZVPD" molar_mass_g_mol=102.0 orbital_gap_ev=9.62 e_lumo_ev=-0.458
C 0.73293 -0.04306 -0.01911 0.434
C 0.31449 0.19536 1.36183 -0.338
C -1.50393 0.36632 -0.25283 0.641
O -0.47129 -0.01004 -0.96957 -0.313
O -2.60729 0.58234 -0.66585 -0.445
O -0.94802 0.47635 1.20430 -0.140
O 1.80680 -0.84326 -0.36267 -0.433
H 1.07391 1.09049 -0.16824 0.217
H 1.60241 -1.81450 -0.12785 0.376

***

2) 9
Properties=species:S:1:pos:R:3:mulliken_charge:R:1 method="wB97M-V/def2-TZVPD" molar_mass_g_mol=102.0 orbital_gap_ev="8.51 / 9.02" e_lumo_ev="-1.435 / -1.101"
C -0.36680 0.34702 0.19066 0.236
C -0.81212 1.81796 0.74577 0.001
C -0.95612 0.80076 2.08182 0.493
O -0.57717 -0.34059 1.40999 -0.333
O -2.00337 1.47304 1.48182 -0.282
O -0.06647 1.84308 1.98587 -0.277
O 0.92247 0.37753 -0.21315 -0.468
H -1.08220 -0.00997 -0.56177 0.303
H 1.37002 -0.45015 0.01462 0.326

***

The structure with the most favorable energy is 1); the runner-up is 2.912 eV above it.

***

1) 9
Properties=species:S:1:pos:R:3:mulliken_charge:R:1 method="wB97M-V/def2-TZVPD" molar_mass_g_mol=61.1 total_charge=-1 orbital_gap_ev=5.82 e_lumo_ev=3.649
O 0.88525 2.69471 -0.72967 -1.142
H 0.38697 2.91156 0.09286 0.150
C 0.21868 -0.18730 -0.41798 -0.592
C -0.15851 -0.82975 0.69878 0.150
O -0.56033 -2.08221 0.60797 -0.491
H 0.82991 0.72328 -0.42560 0.234
H -0.14333 -0.49736 -1.44010 0.126
H -0.28467 -0.47290 1.76515 0.293
H -1.17397 -2.26004 -0.15140 0.273

***

2) 9
Properties=species:S:1:pos:R:3:mulliken_charge:R:1 method="wB97M-V/def2-TZVPD" molar_mass_g_mol=61.1 total_charge=-1 orbital_gap_ev=5.63 e_lumo_ev=3.499
O -3.00315 0.84373 0.87950 -1.117
H -2.70734 0.55312 1.76032 0.129
C 0.09506 -0.89584 -0.25026 -0.596
C 1.10877 0.06228 -0.14971 -0.078
O 2.20186 0.03727 -0.96110 -0.506
H -0.92786 -0.65764 0.24821 0.241
H 0.04923 -1.72707 -0.94415 0.259
H 1.18618 0.80935 0.71390 0.302
H 1.99725 0.97480 -1.29670 0.365

***

3) 9
Properties=species:S:1:pos:R:3:mulliken_charge:R:1 method="wB97M-V/def2-TZVPD" molar_mass_g_mol=61.1 total_charge=-1 orbital_gap_ev=5.60 e_lumo_ev=3.569
O 2.16051 -1.01199 -1.45954 -1.115
H 2.31532 -0.54379 -0.63064 0.136
C -0.82516 -0.32589 -0.51812 -0.603
C -0.52892 0.63452 0.32043 0.008
O -1.13695 0.71716 1.56008 -0.524
H -0.32583 -0.40261 -1.47379 0.243
H -1.49110 -1.11908 -0.19551 0.217
H 0.21237 1.38782 0.08387 0.320
H -0.45601 1.00972 2.18011 0.319

***

The structure with the most favorable energy is 3); the runner-up is 0.520 eV above it.

***

1) 16
Properties=species:S:1:pos:R:3:mulliken_charge:R:1 method="wB97M-V/def2-TZVPD" molar_mass_g_mol=129.1 orbital_gap_ev=6.72 e_lumo_ev=-1.688
C 0.24587 3.03452 0.75260 -0.542
C -0.24463 0.86648 -0.16483 0.292
C -1.29180 0.02949 -0.47734 -0.536
C 0.69276 -1.18351 0.12436 0.146
C 1.09244 0.17759 -0.07004 -0.191
H 1.37824 2.81679 1.24928 0.224
H 0.27636 4.16503 0.16084 0.223
H -0.45336 2.72856 1.76918 0.258
H -2.28952 0.05841 -1.11770 0.315
H -0.17770 -3.51837 -0.89220 0.310
H 1.95203 0.80272 0.55296 0.367
H 1.52137 0.25224 -1.29576 0.188
N -0.47358 -1.10017 -0.41230 0.450
O -0.40785 2.23476 -0.36373 -0.351
O -1.18927 -2.31156 -0.02955 -0.569
O 1.36459 -2.06715 0.57716 -0.584

***

2) 16
Properties=species:S:1:pos:R:3:mulliken_charge:R:1 method="wB97M-V/def2-TZVPD" molar_mass_g_mol=129.1 smiles="CC(C)(N=O)C(O)=C=O" orbital_gap_ev="7.78 / 7.78" e_lumo_ev="-0.785 / -0.786"
C 1.57677 -0.16941 0.38001 -1.398
C 0.08433 0.19549 0.22235 1.151
C 0.00063 1.32279 -0.83343 -1.536
N -0.37928 0.71256 1.57125 -0.025
O -1.45855 1.31400 1.51504 -0.310
C -0.73176 -1.04245 -0.12960 -0.031
O -0.49089 -2.23906 0.53883 -0.557
C -1.76869 -1.06190 -0.91808 0.523
O -2.70592 -1.05333 -1.62893 -0.414
H 2.19029 0.72625 0.53871 0.404
H 1.95654 -0.67673 -0.51510 0.366
H 1.75878 -0.82887 1.23713 0.328
H -1.00995 1.45422 -1.23560 0.383
H 0.29987 2.29074 -0.41198 0.426
H 0.66395 1.11874 -1.68287 0.339
H 0.01388 -2.06305 1.35227 0.349

***

3) 16
Properties=species:S:1:pos:R:3:mulliken_charge:R:1 method="wB97M-V/def2-TZVPD" molar_mass_g_mol=129.1 smiles="C=C[C@]1([N+](=O)[O-])CCO1" orbital_gap_ev=10.64 e_lumo_ev=0.431
C 0.38145 -2.32500 0.47078 -0.543
C -0.00482 -1.48508 -0.46857 -0.466
C -0.39128 0.17487 -0.10160 0.665
N -1.82901 0.15767 -0.07564 0.964
O -2.28311 0.34048 -1.18501 -0.582
O -2.44623 -0.09728 0.92400 -0.562
C 0.31239 1.39951 -0.75881 -0.675
C 1.13457 1.42665 0.62748 -0.406
O 0.19705 0.49105 1.18486 -0.438
H 0.90016 -3.26293 0.26987 0.293
H 0.13051 -2.12543 1.48738 0.295
H 0.24300 -1.38066 -1.55333 0.286
H -0.35010 2.14777 -1.01467 0.315
H 0.87005 1.16454 -1.59123 0.297
H 2.08925 1.05059 0.67448 0.287
H 1.04612 2.32324 1.11000 0.270

***

The structure with the most favorable energy is 2); the runner-up is 1.894 eV above it.

***

1) 16
Properties=species:S:1:pos:R:3:mulliken_charge:R:1 method="wB97M-V/def2-TZVPD" molar_mass_g_mol=129.1 smiles="O/N=C/C=C(O)O.C#C" orbital_gap_ev=8.88 e_lumo_ev=0.698
O -0.92326 0.77187 -2.55848 -0.508
N -0.48601 0.67406 -1.21664 -0.244
C 0.79790 0.38578 -1.13864 -0.117
C 1.37330 0.16440 0.10998 -0.525
C 0.62635 0.32726 1.28420 0.536
O 1.14013 0.02661 2.49635 -0.475
O -0.31171 1.27336 1.41493 -0.534
H -1.66038 1.39361 -2.51233 0.336
H 1.34842 0.15226 -2.04564 0.388
H 2.35624 -0.28023 0.16581 0.245
H 1.88968 -0.57074 2.39124 0.338
H -0.68225 1.43223 0.51989 0.448
C -1.46163 -1.19600 -0.30494 -0.161
C -0.99549 -1.39293 0.81358 -0.606
H -1.98819 -1.35800 -1.21332 0.469
H -1.02309 -1.80354 1.79401 0.409

***

2) 16
Properties=species:S:1:pos:R:3:mulliken_charge:R:1 method="wB97M-V/def2-TZVPD" molar_mass_g_mol=129.1 orbital_gap_ev="6.81 / 6.81" e_lumo_ev="-1.016 / -1.017"
C -1.62819 1.30388 0.90229 -0.861
C -0.71553 1.23030 -0.25009 0.726
O -1.27492 -0.42293 -1.11126 -0.417
O 0.00408 1.90520 -0.85986 -0.298
H -1.92469 -0.87864 -1.67252 0.276
H -1.36369 2.17713 1.50127 0.341
H -2.64115 1.39666 0.50579 0.313
H -1.52926 0.39097 1.49016 0.311
C 2.16824 -0.46883 0.10644 -1.139
C 0.74301 -0.89876 0.33959 0.662
C -0.00871 -1.39723 -0.90350 0.398
O 0.23328 -0.98047 1.44399 -0.617
N 0.38171 -2.25170 -1.64536 -0.687
H 2.79184 -1.34943 -0.04857 0.344
H 2.23515 0.16760 -0.77669 0.291
H 2.52883 0.07623 0.97832 0.358

***

3) 16
Properties=species:S:1:pos:R:3:mulliken_charge:R:1 method="wB97M-V/def2-TZVPD" molar_mass_g_mol=129.1 smiles="C=C[C@H](O)C(=O)/C=N/O" orbital_gap_ev=10.27 e_lumo_ev=0.457
C 1.72515 -1.32888 -0.72201 -0.795
C 1.57016 -0.02679 -0.74092 -0.185
C 0.99226 0.77655 0.42846 0.324
O 0.68413 0.03277 1.57111 -0.555
C -0.35632 1.29186 0.00816 0.492
O -0.35751 2.31769 -0.61921 -0.542
C -1.53616 0.44236 0.39280 -0.238
N -2.36376 0.06113 -0.49362 -0.352
O -3.41980 -0.64967 0.05943 -0.360
H 2.04640 -1.89198 -1.58268 0.276
H 1.51728 -1.92772 0.18793 0.186
H 1.83844 0.45240 -1.68416 0.337
H 1.62460 1.67335 0.61240 0.300
H 1.55719 -0.37664 1.83941 0.329
H -1.57936 0.03111 1.44519 0.409
H -3.94268 -0.87755 -0.70230 0.374

***

The structure with the most favorable energy is 3); the runner-up is 0.923 eV above it.